Here is a cluster of 9 separate species, C39H40Br6O13S in total from the OMol25 dataset. Energies are from ωB97M-V/def2-TZVPD.

The geometry in XYZ format:
```
99
Properties=species:S:1:pos:R:3
O 31.4125 1.6052 -0.1415
C 30.4703 2.1905 0.3329
C 30.5429 3.5636 0.8997
C 29.5610 4.0810 1.6352
C 28.2778 3.3944 1.9340
O 27.3903 3.8953 2.5487
C 28.2116 2.0225 1.3545
C 29.1722 1.5048 0.5807
H 31.3578 4.1853 0.5362
H 29.7561 5.0964 1.9802
H 27.2565 1.5191 1.4867
H 28.9997 0.5097 0.1827
O 37.0833 6.3162 -2.8045
C 35.9720 6.2245 -2.3180
C 35.0348 5.0787 -2.4445
C 33.7671 5.1528 -2.0480
C 33.1337 6.3809 -1.4824
O 31.9564 6.4225 -1.1340
C 34.0795 7.4956 -1.2575
C 35.3533 7.4017 -1.6210
H 35.2761 4.1775 -3.0025
H 33.1057 4.3086 -2.2224
H 33.7603 8.4437 -0.8361
H 35.9988 8.2072 -1.2922
O 36.3224 6.5903 1.3988
C 36.7888 7.1984 2.2870
C 38.0310 7.9978 2.1314
C 38.5964 8.6483 3.1304
C 38.0191 8.6646 4.5015
O 38.6272 8.9822 5.4679
C 36.6721 8.0352 4.5928
C 36.1338 7.3502 3.5953
H 38.5380 7.8078 1.1879
H 39.4969 9.1962 2.8754
H 36.1237 8.1400 5.5221
H 35.1389 6.9299 3.7017
O 36.6482 13.1380 4.3270
C 36.7401 12.6367 3.2338
C 37.9562 12.8245 2.3988
C 38.1014 12.1838 1.2558
C 37.0903 11.2554 0.6573
O 37.3640 10.6599 -0.3434
C 35.9032 11.0766 1.5255
C 35.6960 11.7703 2.6296
H 38.7595 13.4230 2.8108
H 39.0756 12.3059 0.7893
H 35.2278 10.2502 1.2986
H 34.8519 11.5375 3.2732
O 31.9806 9.4017 -3.4399
C 31.1459 9.3450 -2.5831
C 31.1177 10.3158 -1.4434
C 30.0828 10.3211 -0.6190
C 29.0524 9.2633 -0.5706
O 28.2690 9.2075 0.3152
C 29.1142 8.2767 -1.6708
C 30.1038 8.2949 -2.5362
H 31.8757 11.0895 -1.4980
H 30.0609 11.1846 0.0371
H 28.2976 7.5647 -1.7046
H 30.1887 7.4975 -3.2679
C 36.3001 11.8842 7.7960
C 34.9730 12.0464 7.1119
O 34.0539 10.9861 7.5262
S 33.0923 10.3220 6.4418
C 31.9036 11.6542 6.2321
O 33.8528 10.1392 5.2409
O 32.4290 9.2719 7.1306
H 36.9576 12.7570 7.7990
H 36.8996 11.1023 7.3259
H 36.1636 11.6982 8.8659
H 34.4966 12.9916 7.4029
H 35.0769 11.9870 6.0301
H 31.2737 11.5728 7.1113
H 31.3567 11.6168 5.2941
H 32.4847 12.5747 6.2637
Br 25.9084 5.9789 0.8676
C 26.1110 7.0738 2.4583
C 27.5325 7.2075 2.8989
Br 27.6888 8.3543 4.4647
H 25.5403 6.6135 3.2557
H 25.7098 8.0461 2.2042
H 28.1729 7.6294 2.1297
H 28.0057 6.2618 3.1453
Br 31.2005 10.9358 2.6898
C 31.9650 9.1671 3.0199
C 31.4899 8.1672 1.9952
Br 32.6079 6.5519 2.3179
H 31.7345 8.9089 4.0483
H 33.0423 9.2770 2.9570
H 31.6157 8.6278 1.0164
H 30.4810 7.7840 2.0662
Br 29.8068 14.5341 1.3957
C 31.4610 14.7080 2.4557
C 32.6937 14.7729 1.5944
Br 34.1971 14.9269 2.8685
H 31.4237 13.8762 3.1460
H 31.3267 15.6131 3.0391
H 32.6898 15.6976 1.0368
H 32.7581 13.8639 1.0090
```

Highest occupied orbital energy, eV: -10.0
Total charge: 0
F_max, eV/A: 3.64